No. 1
Computed, not measured: an isolated molecule of C3H3FOS at a distorted geometry, with the ωB97M-V functional and the def2-TZVPD basis.

Structure (ORCA input):
```
! RIJCOSX wB97M-V def2-TZVPD def2/J DEFGRID3
* xyz 0 1
C -0.78 -0.80 0.31
C -0.23 -1.42 -0.93
C -0.03 0.48 -0.16
H -1.79 -0.72 0.54
H -1.08 -1.85 -1.31
H 0.79 -1.98 -0.49
O 0.06 -0.12 -1.40
F -0.53 -1.33 1.53
S 0.79 1.74 0.21
*
```

Properties
E_HOMO (eV): -9.407
E (eV): -18756.7278
HOMO-LUMO gap (eV): 9.40

Charges per atom according to natural (NBO) partitioning, unit e: number 1, C, carries 0.121; number 2, C, carries -0.116; number 3, C, carries 0.100; number 4, H, carries 0.203; number 5, H, carries 0.209; number 6, H, carries 0.207; number 7, O, carries -0.481; number 8, F, carries -0.341; number 9, S, carries 0.098

---

No. 2
Computed, not measured: a cluster of 2 separate species, C2H2O2 in total at a distorted geometry, with the ωB97M-V functional and the def2-TZVPD basis.

Structure (ORCA input):
```
! RIJCOSX wB97M-V def2-TZVPD def2/J DEFGRID3
* xyz 0 1
C 0.77 0.86 -0.59
C -0.85 -0.73 0.57
O 0.92 1.72 -1.43
O -1.32 -1.56 -0.11
H 1.46 0.21 -0.03
H -0.98 -0.51 1.59
*
```

Properties
E_HOMO (alpha / beta) (eV): -8.110 / -8.055
E (eV): -6196.7555
HOMO-LUMO gap (alpha / beta) (eV): 8.46 / 8.15

Charges per atom according to natural (NBO) partitioning, unit e: number 1, C, carries 0.339; number 2, C, carries 0.347; number 3, O, carries -0.483; number 4, O, carries -0.457; number 5, H, carries 0.128; number 6, H, carries 0.126

---

No. 3
Computed, not measured: an isolated molecule of C7H8IN3 at a distorted geometry, with the ωB97M-V functional and the def2-TZVPD basis.

Structure (ORCA input):
```
! RIJCOSX wB97M-V def2-TZVPD def2/J DEFGRID3
* xyz 0 1
C 0.14 -1.71 -0.65
C 0.04 0.03 1.52
C 0.05 -0.34 -0.79
C -0.13 0.53 0.30
C 0.20 1.61 -1.56
C -0.27 -2.32 0.67
C 0.05 -1.38 1.89
N 0.24 0.37 -1.92
N 0.02 1.79 -0.19
N 0.32 2.72 -2.38
I -0.81 3.44 0.73
H 0.27 -2.38 -1.48
H -0.24 0.64 2.36
H -1.32 -2.60 0.72
H 0.31 -3.23 0.81
H 1.04 -1.43 2.32
H -0.59 -1.72 2.85
H 0.72 2.46 -3.31
H -0.04 3.53 -1.90
*
```

Properties
E_HOMO (eV): -6.936
E (eV): -19957.2036
HOMO-LUMO gap (eV): 6.09

Charges per atom according to natural (NBO) partitioning, unit e: number 1, C, carries -0.220; number 2, C, carries -0.192; number 3, C, carries 0.101; number 4, C, carries 0.062; number 5, C, carries 0.569; number 6, C, carries -0.429; number 7, C, carries -0.419; number 8, N, carries -0.521; number 9, N, carries -0.554; number 10, N, carries -0.842; number 11, I, carries 0.334; number 12, H, carries 0.212; number 13, H, carries 0.199; number 14, H, carries 0.204; number 15, H, carries 0.211; number 16, H, carries 0.217; number 17, H, carries 0.214; number 18, H, carries 0.444; number 19, H, carries 0.412

---

No. 4
Computed, not measured: a structure of composition C3H7N3S at a distorted geometry, with the ωB97M-V functional and the def2-TZVPD basis.

Structure (ORCA input):
```
! RIJCOSX wB97M-V def2-TZVPD def2/J DEFGRID3
* xyz 2 1
C 0.54 -1.63 0.51
C -1.41 -0.40 -0.34
C 1.20 0.73 0.39
N -0.49 -2.41 0.21
N -1.47 -1.75 -0.28
N 0.38 -0.37 0.24
S -2.46 0.74 0.43
H 1.45 -2.31 0.50
H -1.45 0.00 -1.44
H 0.91 1.51 1.14
H 2.22 0.60 0.69
H 1.43 1.45 -0.38
H -2.31 -2.18 -0.61
H -2.33 1.81 -0.39
*
```

Properties
E_HOMO (alpha / beta) (eV): -19.901 / -19.900
E (eV): -18505.9026
HOMO-LUMO gap (alpha / beta) (eV): 6.97 / 6.97

Charges per atom according to natural (NBO) partitioning, unit e: number 1, C, carries 0.233; number 2, C, carries -0.138; number 3, C, carries -0.557; number 4, N, carries 0.072; number 5, N, carries -0.162; number 6, N, carries -0.134; number 7, S, carries 0.344; number 8, H, carries 0.320; number 9, H, carries 0.373; number 10, H, carries 0.323; number 11, H, carries 0.302; number 12, H, carries 0.325; number 13, H, carries 0.491; number 14, H, carries 0.209

---

No. 5
Computed, not measured: a structure of composition C23H35N5OS2SbTi at a distorted geometry, with the ωB97M-V functional and the def2-TZVPD basis.

Structure (ORCA input):
```
! RIJCOSX wB97M-V def2-TZVPD def2/J DEFGRID3
* xyz -1 3
Ti -0.80 -0.73 0.63
N -4.85 -1.59 2.49
C -3.56 -1.18 2.11
S -2.48 -2.45 1.56
N -3.31 0.07 2.17
N -2.02 0.42 1.72
C -1.74 1.72 1.99
C -0.44 2.29 1.83
C -0.15 3.49 2.52
C 1.12 4.01 2.62
C 2.19 3.33 2.03
C 1.92 2.20 1.26
C 0.63 1.71 1.07
O 0.43 0.76 0.15
H -4.87 -2.53 2.84
H -5.29 -0.92 3.11
H -2.51 2.29 2.50
H -0.98 3.98 3.03
H 1.29 4.92 3.19
H 3.20 3.69 2.14
H 2.73 1.67 0.77
C -1.20 -0.11 -2.44
C -0.15 -1.25 -2.39
N -0.26 -2.07 -1.18
C -0.47 -3.50 -1.37
C -1.94 -3.89 -1.61
S -2.94 -2.88 -2.74
C -3.89 -1.81 -1.61
C -3.51 -0.33 -1.55
N -2.10 -0.08 -1.28
H -0.68 0.85 -2.50
H -1.79 -0.24 -3.35
H 0.85 -0.83 -2.45
H -0.30 -1.89 -3.26
H 0.59 -1.95 -0.63
H 0.15 -3.87 -2.19
H -0.15 -4.01 -0.45
H -1.96 -4.90 -2.02
H -2.47 -3.90 -0.66
H -4.93 -1.90 -1.91
H -3.78 -2.24 -0.61
H -3.81 0.16 -2.49
H -4.09 0.11 -0.74
H -2.00 0.80 -0.80
C 2.89 2.76 -4.32
Sb 2.27 2.05 -2.37
C 4.31 1.93 -1.71
C 1.89 4.04 -1.70
H 3.61 3.58 -4.20
H 2.03 3.13 -4.88
H 3.35 1.96 -4.89
H 4.73 2.94 -1.62
H 4.88 1.37 -2.45
H 4.40 1.43 -0.75
H 2.77 4.66 -1.89
H 1.65 4.06 -0.63
H 1.04 4.44 -2.26
C 2.66 -2.90 3.58
C 2.96 -2.54 2.28
C 2.00 -1.89 1.51
C 0.71 -1.58 1.97
C 0.47 -1.94 3.31
C 1.41 -2.58 4.10
H 3.40 -3.42 4.19
H 3.94 -2.76 1.86
H 2.30 -1.57 0.51
H -0.50 -1.72 3.74
H 1.17 -2.85 5.12
*
```

Properties
E_HOMO (alpha / beta) (eV): -2.066 / -4.235
E (eV): -85241.8831
HOMO-LUMO gap (alpha / beta) (eV): 4.59 / 6.76

Charges per atom according to natural (NBO) partitioning, unit e: number 1, Ti, carries 1.416; number 2, N, carries -0.835; number 3, C, carries 0.258; number 4, S, carries -0.400; number 5, N, carries -0.411; number 6, N, carries -0.549; number 7, C, carries -0.029; number 8, C, carries -0.179; number 9, C, carries -0.182; number 10, C, carries -0.278; number 11, C, carries -0.264; number 12, C, carries -0.247; number 13, C, carries 0.306; number 14, O, carries -0.865; number 15, H, carries 0.376; number 16, H, carries 0.373; number 17, H, carries 0.186; number 18, H, carries 0.193; number 19, H, carries 0.195; number 20, H, carries 0.196; number 21, H, carries 0.194; number 22, C, carries -0.234; number 23, C, carries -0.236; number 24, N, carries -0.669; number 25, C, carries -0.216; number 26, C, carries -0.535; number 27, S, carries 0.142; number 28, C, carries -0.544; number 29, C, carries -0.217; number 30, N, carries -0.665; number 31, H, carries 0.214; number 32, H, carries 0.195; number 33, H, carries 0.211; number 34, H, carries 0.199; number 35, H, carries 0.396; number 36, H, carries 0.170; number 37, H, carries 0.224; number 38, H, carries 0.215; number 39, H, carries 0.253; number 40, H, carries 0.215; number 41, H, carries 0.268; number 42, H, carries 0.167; number 43, H, carries 0.228; number 44, H, carries 0.408; number 45, C, carries -1.016; number 46, Sb, carries 1.043; number 47, C, carries -0.996; number 48, C, carries -0.991; number 49, H, carries 0.211; number 50, H, carries 0.215; number 51, H, carries 0.213; number 52, H, carries 0.216; number 53, H, carries 0.216; number 54, H, carries 0.227; number 55, H, carries 0.210; number 56, H, carries 0.252; number 57, H, carries 0.216; number 58, C, carries -0.249; number 59, C, carries -0.227; number 60, C, carries -0.244; number 61, C, carries -0.493; number 62, C, carries -0.133; number 63, C, carries -0.254; number 64, H, carries 0.192; number 65, H, carries 0.189; number 66, H, carries 0.176; number 67, H, carries 0.194; number 68, H, carries 0.192